# 1
{"formula": "C26H59N9O3P2SSiTeY", "method": "the ωB97M-V functional and the def2-TZVPD basis", "charge": 1, "e_tot_ha": -3421.550083, "orbital_gap_ev": 7.36, "e_above_lowest_ev": 0.569, "elements": ["Y", "N", "C", "C", "N", "C", "C", "N", "H", "H", "H", "H", "H", "H", "H", "H", "H", "H", "H", "H", "H", "C", "N", "C", "P", "O", "O", "P", "O", "N", "C", "C", "N", "C", "C", "N", "C", "C", "H", "H", "H", "H", "H", "H", "H", "H", "H", "H", "H", "H", "H", "H", "H", "H", "H", "H", "H", "H", "H", "H", "H", "H", "Te", "C", "C", "C", "C", "C", "C", "H", "H", "H", "H", "H", "C", "N", "C", "C", "N", "C", "S", "H", "H", "H", "H", "H", "H", "C", "Si", "C", "C", "C", "H", "H", "H", "H", "H", "H", "H", "H", "H", "H", "H"], "coordinates": [[0.92752, 0.12751, 0.81933], [-0.09126, 2.28101, 1.55343], [-0.24615, 2.38004, 3.01755], [1.03099, 1.92314, 3.70571], [1.41901, 0.54146, 3.35853], [0.91292, -0.48689, 4.28231], [-0.52596, -0.85063, 3.95261], [-0.66426, -1.03479, 2.49987], [0.49707, 3.03365, 1.20963], [-0.98922, 2.34151, 1.08491], [-1.09407, 1.75919, 3.30231], [-0.47439, 3.39717, 3.34005], [0.92865, 2.04045, 4.78853], [1.84264, 2.57761, 3.38032], [2.43059, 0.50583, 3.36720], [1.00130, -0.17382, 5.32727], [1.54207, -1.36864, 4.15996], [-1.20641, -0.06293, 4.27041], [-0.80976, -1.74188, 4.51527], [-1.60468, -0.77841, 2.20008], [-0.53337, -2.00498, 2.22582], [-0.00939, 1.99244, -4.95262], [0.30379, 2.10782, -3.52911], [1.17409, 3.23804, -3.18871], [0.34672, 0.70840, -2.66796], [0.98768, 0.94905, -1.34843], [-1.21854, 0.30504, -2.55244], [-2.15912, 0.50503, -1.25251], [-1.40670, 0.24993, 0.00021], [-3.39012, -0.55166, -1.42765], [-4.33892, -0.35840, -2.52110], [-3.14647, -1.95612, -1.07902], [-2.70867, 2.03322, -1.40990], [-2.85263, 2.75774, -2.67043], [-3.49567, 2.58311, -0.30137], [0.93526, -0.55196, -3.49778], [0.14307, -1.49238, -4.28382], [2.34973, -0.90681, -3.37447], [-0.38103, 2.95126, -5.31387], [-0.78870, 1.24605, -5.11449], [0.86611, 1.71079, -5.54599], [0.66525, 4.16578, -3.45502], [2.12567, 3.19765, -3.72566], [1.37981, 3.23857, -2.12243], [-4.55899, 0.70015, -2.64994], [-5.26927, -0.86906, -2.27427], [-3.96561, -0.76154, -3.46947], [-2.51538, -2.01397, -0.19440], [-2.65564, -2.50333, -1.89079], [-4.10390, -2.43462, -0.86892], [-2.34300, 2.23863, -3.47518], [-2.41565, 3.75325, -2.57210], [-3.90829, 2.87169, -2.93217], [-3.40409, 1.95739, 0.58806], [-4.55529, 2.64048, -0.57048], [-3.14861, 3.59263, -0.06723], [-0.88892, -1.16477, -4.36457], [0.16115, -2.47650, -3.80820], [0.55994, -1.57807, -5.28963], [2.85497, -0.23654, -2.68471], [2.84219, -0.85176, -4.34779], [2.42836, -1.91998, -2.97791], [0.60763, -2.61977, -0.38033], [2.39463, -3.31691, 0.52690], [3.32049, -4.08301, -0.17925], [4.49808, -4.50386, 0.42407], [4.77901, -4.16293, 1.74219], [3.85954, -3.41059, 2.45954], [2.67555, -3.00220, 1.85581], [3.12108, -4.35091, -1.21073], [5.20473, -5.09782, -0.14254], [5.69992, -4.48997, 2.20626], [4.05542, -3.15377, 3.49459], [1.94182, -2.46274, 2.43811], [-4.34792, -2.50299, 2.70900], [-5.35494, -1.46069, 2.61898], [-6.72170, -1.65786, 2.44196], [-7.30094, -0.44799, 2.41772], [-6.27858, 0.47670, 2.57476], [-5.07798, -0.13820, 2.70022], [-3.57876, 0.58628, 2.91003], [-4.83721, -3.44482, 2.94166], [-3.64322, -2.25063, 3.49737], [-3.80369, -2.59589, 1.76906], [-7.15034, -2.64173, 2.36142], [-8.33284, -0.16370, 2.31304], [-6.37140, 1.47579, 2.63310], [4.40731, 1.87350, -1.81762], [4.53601, 0.95457, -0.17043], [4.73427, -0.87681, -0.52570], [6.12568, 1.54043, 0.64594], [3.03766, 1.30794, 0.86973], [4.78492, 2.89568, -1.70904], [3.37015, 1.94144, -2.15145], [4.99369, 1.38993, -2.60573], [5.64003, -1.06504, -1.11280], [3.88348, -1.28253, -1.08221], [4.81295, -1.46025, 0.39934], [6.99547, 1.36716, 0.00351], [6.30248, 1.01441, 1.59018], [6.07924, 2.61112, 0.86683], [2.74196, 2.33891, 0.59684], [3.40788, 1.39752, 1.90283]], "forces_ev_per_angstrom": [[-0.302, 0.262, 0.110], [0.005, 0.034, 0.098], [-0.019, -0.095, -0.030], [0.065, -0.005, -0.129], [-0.028, 0.009, 0.138], [-0.003, 0.004, -0.098], [0.033, 0.025, -0.059], [0.029, -0.001, 0.105], [0.003, 0.010, -0.022], [-0.014, 0.051, 0.043], [0.014, 0.003, -0.012], [-0.016, 0.064, 0.007], [-0.026, 0.007, 0.031], [0.017, -0.008, 0.018], [0.025, -0.022, -0.019], [-0.030, 0.030, 0.030], [0.044, -0.021, 0.008], [-0.014, 0.002, -0.005], [-0.011, -0.046, 0.020], [-0.027, 0.022, 0.037], [0.027, -0.016, -0.010], [0.012, 0.010, 0.065], [0.279, 0.040, -0.050], [-0.118, -0.041, -0.040], [-0.058, -0.090, -0.087], [-0.028, 0.196, 0.051], [-0.040, 0.042, 0.103], [0.078, 0.024, -0.073], [0.058, 0.003, 0.037], [0.002, -0.168, -0.007], [0.013, -0.017, 0.014], [-0.039, 0.066, -0.036], [-0.096, 0.114, 0.004], [0.041, -0.010, 0.103], [0.040, -0.036, -0.088], [-0.063, -0.076, -0.107], [0.068, -0.022, 0.028], [-0.039, 0.082, -0.089], [-0.022, 0.012, 0.001], [0.007, 0.004, -0.006], [-0.002, 0.013, 0.017], [-0.012, 0.004, 0.003], [-0.019, -0.018, -0.016], [-0.010, -0.006, 0.011], [0.003, -0.038, 0.003], [-0.012, -0.005, 0.003], [0.001, 0.004, 0.033], [0.014, 0.011, -0.027], [-0.015, 0.020, 0.000], [-0.011, 0.006, 0.008], [0.001, 0.001, 0.009], [0.002, 0.002, -0.007], [-0.019, -0.001, 0.013], [0.019, 0.024, -0.025], [0.011, -0.011, -0.014], [0.001, -0.011, -0.008], [-0.014, 0.007, -0.003], [0.008, 0.005, 0.018], [0.014, 0.016, 0.005], [-0.008, 0.036, -0.028], [-0.007, -0.004, -0.012], [0.002, -0.030, 0.019], [0.101, -0.529, -0.183], [0.010, -0.075, 0.021], [-0.020, 0.023, -0.020], [-0.026, 0.040, 0.029], [-0.064, 0.024, -0.038], [-0.003, -0.018, -0.034], [0.124, -0.082, -0.110], [0.014, 0.015, 0.043], [-0.013, 0.006, 0.014], [-0.004, 0.008, 0.000], [0.000, -0.003, -0.027], [-0.087, 0.092, 0.090], [-0.047, 0.019, -0.036], [-0.035, -0.129, 0.001], [0.207, -0.145, 0.025], [0.041, 0.238, 0.018], [-0.095, 0.009, -0.011], [-0.189, -0.129, -0.067], [-0.044, 0.145, 0.030], [-0.011, -0.005, -0.005], [0.001, 0.011, 0.038], [-0.009, 0.006, 0.006], [0.036, 0.039, 0.005], [0.052, 0.001, 0.006], [-0.016, -0.003, 0.003], [0.023, 0.026, -0.039], [-0.030, 0.046, -0.019], [0.048, -0.116, -0.003], [0.062, -0.033, 0.053], [0.180, 0.076, 0.088], [-0.046, -0.052, -0.004], [0.033, -0.044, -0.008], [-0.024, 0.035, 0.049], [-0.059, -0.008, 0.034], [0.065, 0.003, 0.085], [0.005, 0.060, -0.070], [-0.057, 0.010, 0.046], [-0.003, 0.032, -0.058], [0.001, -0.052, -0.013], [-0.018, -0.040, -0.003], [0.082, 0.034, -0.021]]}



# 2
{"formula": "C26H59O5P3Sn", "method": "the ωB97M-V functional and the def2-TZVPD basis", "charge": 4, "e_tot_ha": -2639.033133, "orbital_gap_ev": 7.16, "e_above_lowest_ev": 0.000, "elements": ["Sn", "C", "O", "C", "O", "P", "C", "H", "C", "H", "C", "H", "C", "P", "H", "H", "C", "H", "C", "H", "H", "H", "C", "H", "H", "H", "C", "H", "H", "H", "C", "H", "H", "H", "C", "H", "H", "H", "C", "H", "H", "H", "C", "H", "H", "H", "C", "H", "C", "H", "H", "C", "H", "H", "H", "C", "H", "H", "H", "C", "H", "H", "H", "C", "H", "H", "H", "H", "H", "C", "C", "O", "P", "O", "C", "C", "O", "C", "C", "H", "H", "H", "H", "H", "H", "H", "H", "H", "H", "H", "H", "H", "H", "H"], "coordinates": [[-0.27793, 0.63832, 0.05045], [-2.08198, -0.62495, -0.34086], [-2.78028, -1.52620, -0.59066], [1.30246, 2.24029, 0.50365], [2.30000, 2.81723, 0.59793], [-0.15185, 1.18164, -2.41968], [-1.25516, 2.54863, -2.97042], [-1.03853, 2.66843, -4.04910], [1.54678, 1.81059, -2.85189], [1.70453, 2.61657, -2.11411], [-0.70064, -0.27065, -3.43855], [-1.73929, -0.42726, -3.10140], [-1.97786, -0.85187, 3.21253], [-1.25276, 0.72176, 2.52716], [-2.69678, 2.45509, 3.27933], [-2.85516, -1.05867, 2.57673], [-0.18987, 1.47078, 3.87770], [-0.76293, 1.34008, 4.81712], [2.62446, 0.75540, -2.59220], [3.61327, 1.22972, -2.61405], [2.60535, -0.04758, -3.34076], [2.51141, 0.32893, -1.59168], [1.68543, 2.38215, -4.26481], [1.59122, 1.58589, -5.01583], [2.69632, 2.81210, -4.34217], [0.95673, 3.17368, -4.46922], [-0.68831, -0.01130, -4.94565], [-1.19582, 0.92189, -5.21963], [-1.22646, -0.85213, -5.41032], [0.34350, -0.01163, -5.32468], [0.05543, -1.56900, -3.11698], [-0.45636, -2.41359, -3.59323], [0.02069, -1.76721, -2.03823], [1.09771, -1.53932, -3.45794], [-2.73919, 2.17590, -2.81485], [-3.02273, 1.33445, -3.45691], [-3.34683, 3.04353, -3.10344], [-3.01999, 1.92868, -1.77866], [-0.91305, 3.86663, -2.25266], [-1.05266, 3.81410, -1.16082], [-1.59424, 4.64325, -2.62355], [0.11079, 4.19996, -2.45155], [-2.38949, -0.74154, 4.68061], [-3.03003, 0.13043, 4.85851], [-1.50154, -0.68858, 5.33165], [-2.94475, -1.66002, 4.93297], [-1.04482, -2.05093, 3.04209], [-0.16271, -1.97553, 3.68488], [-2.34272, 2.85204, 1.15499], [-0.74273, -2.13927, 1.99802], [-1.56299, -2.98538, 3.28199], [-4.00135, 1.17622, 2.07350], [-2.21925, 2.27435, 0.21865], [-3.17700, 3.53862, 0.96389], [-1.43105, 3.44315, 1.29763], [-2.67146, 1.90397, 2.32136], [-4.77088, 1.93026, 1.86376], [-4.32078, 0.59317, 2.94446], [-3.94782, 0.49947, 1.20288], [0.07278, 2.96693, 3.65215], [0.60744, 3.14630, 2.70615], [0.71061, 3.32949, 4.46932], [-0.84782, 3.55780, 3.66689], [1.14522, 0.71697, 4.00777], [1.71722, 0.70689, 3.06548], [1.00010, -0.31761, 4.33447], [1.76944, 1.20900, 4.76627], [-4.88756, 4.24330, -0.48277], [-4.70412, 4.30350, -1.20641], [4.75046, -2.87692, -0.92918], [3.59449, -1.93351, -1.06889], [2.38574, -2.65151, -0.59716], [1.28151, -1.59226, 0.02217], [1.83309, -1.34763, 1.55299], [2.14664, -2.43560, 2.53356], [3.49236, -3.04466, 2.31593], [0.07127, -2.67229, 0.23422], [0.18969, -4.16403, 0.10116], [0.12322, -4.68085, -1.31303], [5.02845, -3.03434, 0.11325], [5.55497, -2.36168, -1.44865], [4.57233, -3.83842, -1.41896], [3.75725, -1.00832, -0.46796], [3.41509, -1.63100, -2.11931], [2.06805, -1.91495, 3.50251], [1.36507, -3.21437, 2.49526], [4.33231, -2.34601, 2.31400], [3.65962, -3.75733, 3.12736], [3.51734, -3.60428, 1.38018], [1.10100, -4.53065, 0.61412], [-0.69550, -4.49294, 0.67001], [0.92115, -4.25789, -1.93561], [0.30305, -5.76114, -1.28038], [-0.84003, -4.54476, -1.81485]], "forces_ev_per_angstrom": [[0.719, -0.566, 0.819], [-5.191, -6.577, -1.996], [3.501, 4.937, 1.390], [6.022, 3.396, 0.592], [-4.524, -2.424, -0.361], [-0.041, 1.119, -2.752], [-0.522, 0.287, 0.724], [0.078, -0.217, 0.481], [0.490, -0.314, 0.870], [-0.100, -0.025, -0.288], [-0.010, -0.868, 0.789], [0.129, 0.186, -0.174], [0.258, -1.163, -0.814], [-0.952, 0.583, 2.059], [-0.014, -0.147, -0.369], [0.139, 0.284, 0.252], [1.036, 0.087, -0.499], [-0.121, -0.080, -0.627], [0.029, 0.132, 0.036], [-0.174, -0.119, -0.108], [0.023, 0.287, 0.217], [0.061, -0.073, -0.067], [-0.315, 0.030, -0.188], [0.085, 0.398, 0.186], [-0.336, -0.110, 0.014], [0.294, -0.134, -0.103], [0.025, 0.295, -0.117], [0.165, -0.335, -0.124], [0.161, 0.308, 0.076], [-0.432, 0.002, 0.013], [-0.046, 0.126, 0.186], [0.189, 0.177, 0.002], [0.050, -0.193, -0.245], [-0.305, -0.107, 0.080], [-0.058, -0.023, -0.113], [-0.033, 0.229, 0.093], [0.092, -0.271, 0.027], [0.102, 0.090, -0.161], [0.026, 0.064, -0.073], [-0.040, -0.063, -0.246], [0.210, -0.111, 0.123], [-0.195, 0.016, -0.001], [-0.028, 0.641, 0.169], [0.044, -0.252, 0.231], [-0.390, -0.039, -0.190], [0.145, 0.379, -0.104], [0.151, -0.043, -0.318], [-0.264, -0.037, -0.136], [-0.080, 0.133, 0.290], [0.101, -0.072, 0.364], [-0.065, 0.253, 0.181], [-0.038, 0.088, 0.055], [-0.207, -0.005, -0.039], [0.240, -0.073, -0.005], [-0.138, 0.011, 0.130], [0.231, -0.161, -0.660], [0.106, -0.235, 0.065], [-0.010, 0.163, -0.256], [-0.090, 0.247, 0.225], [-0.207, -0.032, 0.006], [-0.118, 0.067, 0.338], [-0.147, -0.053, -0.238], [0.226, 0.020, -0.041], [0.095, -0.111, 0.131], [-0.174, 0.029, 0.268], [0.029, 0.227, -0.069], [-0.208, -0.095, -0.180], [0.018, 0.030, -0.229], [-0.049, -0.013, 0.227], [0.225, 0.317, -0.220], [0.475, -0.175, -0.273], [-1.667, 3.506, -0.246], [0.653, -5.360, 4.080], [-0.943, 0.728, -2.114], [-0.121, -0.051, 0.352], [0.379, -0.324, -0.149], [1.049, 1.721, -1.236], [-0.395, -0.805, 0.418], [0.282, 0.131, -0.416], [0.064, 0.035, -0.257], [0.460, -0.287, 0.050], [-0.044, 0.189, 0.016], [-0.131, -0.584, -0.146], [0.129, -0.431, 0.610], [0.139, -0.206, -0.519], [0.205, 0.527, -0.179], [-0.247, 0.140, 0.134], [0.042, 0.020, -0.016], [-0.052, -0.072, 0.198], [-0.452, 0.562, -0.267], [0.433, 0.103, -0.127], [-0.160, -0.112, 0.129], [-0.043, 0.119, 0.089], [0.072, 0.133, 0.271]]}